No. 1
Below is 6 unconnected molecules or ions with the total composition C25H67N5O7 in a non-equilibrium geometry, with properties calculated with ωB97M-V/def2-TZVPD.

## Properties
**Multiplicity**: 1
**DFT total energy**: -48789.32175 eV
**Net charge**: 0
**Frontier orbital gap**: 9.2 eV
**Maximum force**: 2.28 eV Å⁻¹
**HOMO**: -8.560 eV
**ΔE to the lowest compared entry with this formula, charge and spin**: 1.6121 eV

Last column: Löwdin charge in e.
Atoms and positions in Å:
C1 11.30 11.95 -2.56  -0.1055
O1 10.81 10.77 -2.01  -0.2119
C2 9.56 10.35 -2.48  -0.2078
C3 9.35 8.83 -2.28  -0.3928
C4 7.88 8.36 -2.28  -0.0600
N1 9.92 8.43 -0.97  0.0422
H1 12.34 12.18 -2.35  0.0905
H2 10.80 12.88 -2.24  0.0749
H3 11.26 11.87 -3.65  0.0903
H4 8.76 10.99 -2.08  0.1087
H5 9.46 10.55 -3.56  0.1252
H6 9.82 8.31 -3.11  0.1287
H7 7.32 8.99 -1.58  0.0599
H8 7.83 7.35 -1.89  0.0740
H9 7.47 8.37 -3.29  0.0744
H10 9.36 8.84 -0.22  0.0172
H11 10.76 9.00 -0.99  0.0461
C5 7.41 11.08 5.26  -0.0912
O2 7.96 10.32 4.19  -0.1878
C6 8.59 11.11 3.22  -0.2394
C7 9.37 10.30 2.17  -0.3895
C8 10.08 11.14 1.11  -0.0568
N2 8.38 9.36 1.55  0.0432
H12 6.84 10.36 5.84  0.0879
H13 6.70 11.78 4.80  0.0893
H14 8.14 11.53 5.94  0.0886
H15 7.96 11.79 2.63  0.1128
H16 9.35 11.69 3.77  0.1278
H17 10.16 9.71 2.65  0.1361
H18 9.32 11.58 0.45  0.0659
H19 10.85 10.58 0.60  0.0658
H20 10.51 12.02 1.60  0.0775
H21 7.55 9.38 2.13  0.0639
H22 8.84 8.46 1.66  0.0749
C9 6.32 19.96 0.29  -0.0923
O3 6.21 18.74 -0.41  -0.1998
C10 5.44 17.74 0.20  -0.2198
C11 5.13 16.63 -0.81  -0.4026
C12 4.22 15.58 -0.19  -0.0627
N3 6.35 16.03 -1.38  0.0709
H23 6.82 20.72 -0.31  0.0841
H24 6.97 19.81 1.16  0.0897
H25 5.30 20.30 0.49  0.0890
H26 5.88 17.22 1.07  0.1291
H27 4.50 18.20 0.52  0.1241
H28 4.56 16.96 -1.69  0.1423
H29 3.81 14.90 -0.94  0.0625
H30 3.35 16.03 0.31  0.0779
H31 4.64 14.94 0.60  0.0616
H32 6.95 15.80 -0.56  0.0506
H33 6.82 16.87 -1.70  0.0499
C13 0.92 10.14 -3.70  -0.1209
O4 1.59 11.21 -3.09  -0.1961
C14 0.81 12.37 -2.92  -0.2284
C15 1.64 13.65 -2.72  -0.4312
C16 0.82 14.79 -2.14  -0.0623
N4 2.33 13.95 -3.98  0.0488
H34 0.20 9.71 -2.99  0.0903
H35 1.65 9.33 -3.78  0.0881
H36 0.47 10.33 -4.67  0.0903
H37 0.11 12.46 -3.76  0.1224
H38 0.13 12.31 -2.05  0.1244
H39 2.40 13.31 -2.01  0.1055
H40 -0.25 14.65 -2.31  0.0722
H41 1.08 15.77 -2.52  0.0765
H42 0.85 14.80 -1.05  0.0732
H43 2.84 13.09 -4.19  0.0673
H44 1.66 14.02 -4.75  0.0681
C17 8.07 14.87 1.95  -0.1001
O5 8.34 15.36 0.65  -0.2397
C18 9.51 16.20 0.59  -0.1853
C19 9.62 16.89 -0.77  -0.1983
N5 10.12 15.94 -1.76  -0.0499
C20 9.99 16.30 -3.17  -0.2104
C21 10.87 17.49 -3.53  -0.2258
O6 10.44 18.77 -3.09  -0.2119
C22 9.34 19.29 -3.88  -0.0872
H45 8.57 13.91 2.08  0.0659
H46 6.99 14.70 2.04  0.0824
H47 8.24 15.58 2.76  0.0922
H48 10.33 15.47 0.64  0.1246
H49 9.69 16.87 1.43  0.1211
H50 10.37 17.67 -0.58  0.1181
H51 8.71 17.40 -1.05  0.0984
H52 9.85 15.01 -1.50  0.0902
H53 8.99 16.32 -3.61  0.1142
H54 10.45 15.48 -3.73  0.1136
H55 10.95 17.46 -4.63  0.1193
H56 11.81 17.43 -2.99  0.1283
H57 8.86 18.55 -4.52  0.0807
H58 9.87 19.94 -4.59  0.0849
H59 8.69 19.89 -3.25  0.0816
C23 6.16 12.14 -0.24  -0.0575
C24 5.85 11.86 -1.70  -0.4615
C25 4.53 11.10 -1.75  -0.0548
O7 5.70 13.05 -2.50  -0.0573
H60 5.38 12.74 0.24  0.0733
H61 7.16 12.52 0.00  0.0606
H62 6.09 11.24 0.38  0.0699
H63 6.61 11.25 -2.19  0.1027
H64 4.41 10.50 -2.66  0.0790
H65 3.65 11.69 -1.50  0.0606
H66 4.61 10.27 -1.04  0.0765
H67 6.08 13.75 -1.95  0.0358

No. 2
Below is 7 unconnected molecules or ions with the total composition C25H67O20P3 in a non-equilibrium geometry, with properties calculated with ωB97M-V/def2-TZVPD.

## Properties
**Multiplicity**: 2
**DFT total energy**: -95818.41989 eV
**Net charge**: +1
**Frontier orbital gap (spin up / spin down)**: 9.1 / 2.9 eV
**Maximum force**: 3.02 eV Å⁻¹
**HOMO (spin up / spin down)**: -11.476 / -11.476 eV
**Expectation value of S²**: 0.76

Last column: Löwdin spin population.
Atoms and positions in Å:
C1 5.50 -0.07 -1.28  0.0000
O1 5.44 -1.12 -0.35  0.0000
P1 4.40 -2.35 -0.49  0.0000
O2 4.53 -3.15 -1.72  0.0000
O3 4.70 -3.20 0.90  0.0000
C2 5.96 -3.89 1.03  0.0000
O4 2.99 -1.61 -0.26  0.0004
C3 1.87 -2.32 0.10  0.0001
H1 5.56 0.95 -0.89  0.0000
H2 4.78 -0.20 -2.09  0.0000
H3 6.47 -0.07 -1.78  0.0000
H4 6.14 -4.14 2.07  0.0000
H5 6.86 -3.32 0.79  0.0000
H6 5.98 -4.77 0.39  0.0000
H7 1.58 -2.82 -0.83  0.0000
H8 1.02 -1.77 0.51  0.0000
H9 2.00 -3.06 0.89  0.0000
C4 -0.66 5.99 0.31  0.0000
O5 0.33 4.98 0.28  0.0000
P2 0.90 4.39 -1.11  0.0000
O6 -0.04 3.81 -2.09  0.0002
O7 2.09 3.45 -0.60  0.0000
C5 2.70 2.56 -1.60  0.0001
O8 1.70 5.61 -1.79  0.0000
C6 2.99 6.05 -1.36  0.0000
H10 -0.36 6.97 0.69  0.0000
H11 -1.53 5.68 0.89  0.0000
H12 -0.93 6.11 -0.74  0.0000
H13 2.46 1.54 -1.28  0.0000
H14 3.77 2.76 -1.63  0.0000
H15 2.31 2.77 -2.59  0.0000
H16 3.86 5.62 -1.87  0.0000
H17 3.02 6.08 -0.28  0.0000
H18 2.97 7.10 -1.64  0.0000
C7 -1.21 0.39 -5.27  0.0001
O9 -1.92 1.43 -4.62  0.0011
P3 -3.56 1.47 -4.50  0.0001
O10 -4.16 1.57 -5.83  0.0002
O11 -3.91 2.76 -3.57  0.0000
C8 -3.13 3.08 -2.44  0.0000
O12 -3.89 0.20 -3.56  0.0010
C9 -4.44 -1.01 -4.01  0.0003
H19 -1.60 0.22 -6.28  0.0000
H20 -1.30 -0.53 -4.69  -0.0001
H21 -0.16 0.65 -5.35  0.0001
H22 -2.78 4.12 -2.44  0.0000
H23 -2.18 2.55 -2.34  0.0000
H24 -3.76 2.89 -1.58  0.0001
H25 -5.53 -0.93 -3.97  0.0000
H26 -4.16 -1.82 -3.34  0.0003
H27 -4.14 -1.20 -5.04  0.0000
C10 3.46 -2.14 -5.12  0.0000
O13 2.14 -2.69 -5.25  0.0000
C11 1.56 -3.13 -4.00  0.0000
C12 0.12 -3.68 -4.18  0.0000
O14 0.05 -4.99 -4.78  0.0002
C13 0.54 -5.07 -6.13  0.0000
H28 3.70 -1.42 -5.90  0.0000
H29 4.30 -2.81 -5.33  0.0000
H30 3.46 -1.60 -4.17  0.0000
H31 1.54 -2.30 -3.30  0.0000
H32 2.18 -3.97 -3.67  0.0000
H33 -0.57 -3.04 -4.73  0.0000
H34 -0.27 -3.73 -3.16  -0.0001
H35 0.15 -4.22 -6.68  0.0000
H36 0.19 -5.96 -6.65  0.0000
H37 1.63 -5.05 -6.10  0.0000
C14 -1.29 3.93 4.69  0.0000
O15 -2.49 4.23 3.97  0.0003
C15 -3.69 3.87 4.61  0.0001
C16 -4.00 2.38 4.79  0.0002
O16 -4.25 1.75 3.56  0.0028
C17 -4.34 0.34 3.60  0.0006
H38 -0.95 2.91 4.53  0.0000
H39 -1.42 3.99 5.77  0.0000
H40 -0.52 4.65 4.43  0.0000
H41 -4.47 4.40 4.07  0.0000
H42 -3.64 4.35 5.58  0.0000
H43 -4.89 2.24 5.41  0.0002
H44 -3.20 1.90 5.35  0.0000
H45 -5.04 0.05 4.39  0.0000
H46 -3.36 -0.08 3.85  -0.0001
H47 -4.60 -0.05 2.62  0.0007
C18 -2.14 1.14 1.09  0.0292
O17 -1.43 -0.09 1.12  0.3364
C19 -2.11 -1.22 0.61  0.0878
C20 -2.26 -1.20 -0.93  0.0805
O18 -0.97 -1.40 -1.56  0.2868
C21 -0.09 -0.32 -1.65  0.0562
H48 -1.89 1.77 0.23  0.0178
H49 -2.03 1.67 2.04  0.0099
H50 -3.21 0.95 0.94  0.0013
H51 -3.08 -1.23 1.11  0.0216
H52 -1.55 -2.13 0.81  0.0009
H53 -2.82 -0.31 -1.21  0.0070
H54 -2.95 -2.01 -1.16  0.0066
H55 -0.45 0.48 -2.29  0.0188
H56 0.78 -0.68 -2.20  0.0008
H57 0.19 0.16 -0.71  0.0266
C22 -0.32 -1.47 3.70  0.0006
O19 0.28 -1.92 4.90  0.0016
C23 -0.30 -3.06 5.54  0.0001
C24 0.58 -3.40 6.76  0.0000
O20 0.76 -2.24 7.55  0.0000
C25 1.18 -2.47 8.89  0.0000
H58 0.13 -0.60 3.23  0.0002
H59 -1.37 -1.28 3.91  0.0001
H60 -0.34 -2.30 2.99  0.0000
H61 -0.50 -3.93 4.92  0.0000
H62 -1.31 -2.71 5.79  0.0000
H63 1.62 -3.65 6.54  0.0000
H64 0.12 -4.25 7.26  0.0000
H65 1.51 -1.58 9.42  0.0000
H66 2.01 -3.16 9.04  0.0000
H67 0.42 -3.00 9.46  0.0000